# 1
C4H9N3S | ωB97M-V/def2-TZVPD

The geometry in XYZ format:
```
17
Properties=species:S:1:pos:R:3
C -1.2846 -0.7511 1.0949
C 0.4569 -0.3045 -0.2328
C -0.8567 -2.0044 0.4554
C 2.1470 2.4213 -1.7425
N -0.4099 0.1870 0.5790
N 0.3204 -1.5927 -0.3712
N -2.1961 -0.3450 1.9019
S 2.3506 0.6053 -1.5915
H -0.6176 -2.8589 1.1525
H -1.6556 -2.5127 -0.1466
H 3.0986 2.4481 -2.2421
H 2.3011 3.1841 -0.8684
H 1.1981 2.7635 -2.1158
H -0.4231 1.1586 0.8046
H 0.9499 -2.1051 -0.9531
H -2.9391 -0.9091 2.2875
H -2.4399 0.6154 1.9884
```

## Properties
relative energy (zero: lowest compared OMol25 entry of this formula, charge and spin) = 48.4 kcal per mole
calculated total energy = -19579.087 eV
total charge = +2
HOMO-LUMO gap = 0.284 Eh

=====

# 2
C5H8O | ωB97M-V/def2-TZVPD

The geometry in XYZ format:
```
14
Properties=species:S:1:pos:R:3
C 1.8742 -0.3647 0.7849
C 1.9990 -0.0481 -0.4994
C -1.5032 0.3299 -0.9279
C -1.4998 -0.7061 0.1650
O -1.3385 0.3830 1.1321
C -1.3532 1.2310 0.0440
H 2.2919 -1.2835 1.1912
H 1.3271 0.2701 1.4769
H 2.5197 -0.6944 -1.2033
H 1.5752 0.8690 -0.9014
H -1.5750 0.3256 -2.0046
H -0.6340 -1.3715 0.2087
H -2.4329 -1.2433 0.3554
H -1.2505 2.3030 0.1785
```

## Properties
relative energy (zero: lowest compared OMol25 entry of this formula, charge and spin) = 74.8 kcal per mole
calculated total energy = -7359.010 eV
HOMO-LUMO gap = 0.373 Eh

=====

# 3
C3H4S | ωB97M-V/def2-TZVPD

The geometry in XYZ format:
```
8
Properties=species:S:1:pos:R:3
C -0.6747 -0.0271 -1.0366
C -0.4360 -0.5024 0.3214
C 0.7492 0.2925 0.8132
S -0.3928 0.8230 -2.2163
H -1.3666 -0.5232 0.8749
H -0.0901 -1.5568 0.1558
H 1.5117 0.1458 0.0509
H 0.6993 1.3481 1.0368
```

## Properties
relative energy (zero: lowest compared OMol25 entry of this formula, charge and spin) = 3.8 kcal per mole
spin multiplicity = 3
calculated total energy = -14006.202 eV
HOMO-LUMO gap (alpha / beta) = 0.247 / 0.385 Eh